Record 1
This record from OMol25 describes a structure of composition C14H14F6N3O2RhSbTe. The level of theory is the ωB97M-V functional and the def2-TZVPD basis.

The value obtained for the energy above the lowest of the compared OMol25 structures with the same formula, charge and spin is 28.7 kcal per mole. Its net charge is +2. The calculation puts the HOMO energy (alpha / beta) at -15.9 / -15.9 eV. As for the spin multiplicity: 2. Its expectation value of S² is 0.76. The calculation puts the HOMO-LUMO gap (alpha / beta) at 6.71 / 4.94 eV.

```
42
C14H14F6N3O2RhSbTe | OMol25 | the ωB97M-V functional and the def2-TZVPD basis
Rh -0.082 0.149 0.342
O 1.595 1.204 -3.158
C 0.966 1.124 -2.146
N 1.260 0.296 -1.048
C 2.470 -0.398 -0.887
O 3.336 -0.503 -1.703
C 2.544 -1.019 0.474
C 3.703 -1.588 0.951
C 3.687 -2.162 2.216
C 2.507 -2.165 2.944
C 1.377 -1.579 2.405
N 1.409 -1.001 1.196
C -0.285 1.915 -1.896
C -0.662 2.961 -2.706
C -1.845 3.630 -2.414
C -2.616 3.212 -1.341
C -2.182 2.152 -0.567
N -1.026 1.532 -0.840
H 4.587 -1.568 0.327
H 4.583 -2.611 2.622
H 2.453 -2.610 3.927
H 0.441 -1.558 2.940
H -0.028 3.228 -3.540
H -2.164 4.462 -3.026
H -3.546 3.702 -1.091
H -2.747 1.795 0.280
C -3.108 -3.007 -0.576
Te -1.304 -1.925 -0.781
C -0.518 -2.702 -2.567
H -3.672 -2.834 -1.492
H -3.630 -2.640 0.303
H -2.812 -4.049 -0.471
H -0.411 -3.778 -2.435
H 0.442 -2.221 -2.743
H -1.226 -2.475 -3.365
F -1.390 0.470 1.955
Sb -0.515 1.994 3.021
F -1.885 1.886 4.241
F -1.470 3.100 1.880
F 0.642 3.292 3.604
F 0.673 1.682 1.382
F 0.450 0.606 3.783
```

Record 2
This record from OMol25 describes a structure of composition C32H35N4O5S2Zn. The level of theory is the ωB97M-V functional and the def2-TZVPD basis.

The value obtained for the energy above the lowest of the compared OMol25 structures with the same formula, charge and spin is 12.4 kcal per mole. Its net charge is -1. The calculation puts the HOMO energy at -5.0 eV. The calculation puts the HOMO-LUMO gap at 6.91 eV.

```
79
C32H35N4O5S2Zn | OMol25 | the ωB97M-V functional and the def2-TZVPD basis
Zn 1.890 1.000 2.050
N 2.760 2.213 0.277
C 3.242 3.470 0.892
C 3.759 3.224 2.320
O 4.739 3.870 2.722
N 3.038 2.312 2.970
C 3.557 1.747 4.208
C 3.355 0.214 4.250
O 3.892 -0.416 5.157
O 2.614 -0.306 3.314
H 3.555 1.667 -0.034
H 2.175 2.398 -0.531
H 2.404 4.164 0.952
H 4.042 3.943 0.322
H 3.048 2.159 5.087
H 4.619 1.961 4.322
S 0.170 -2.270 2.171
C -0.393 -1.735 0.726
N -1.688 -1.529 0.410
C -2.078 -1.343 -0.976
C -1.206 -2.238 -1.827
N 0.184 -1.825 -1.628
C 1.031 -1.793 -2.815
C 1.240 -3.181 -3.368
C 1.860 -4.149 -2.579
C 2.051 -5.432 -3.067
C 1.627 -5.765 -4.350
C 1.022 -4.803 -5.145
C 0.827 -3.517 -4.652
C 0.608 -1.498 -0.390
S 2.101 -0.856 -0.053
C -2.767 -1.573 1.397
C -3.590 -2.837 1.261
C -4.895 -2.786 0.781
C -5.622 -3.951 0.559
C -5.047 -5.186 0.815
C -3.748 -5.249 1.311
C -3.026 -4.085 1.536
H -1.972 -0.298 -1.286
H -3.122 -1.634 -1.081
H -1.443 -2.130 -2.884
H -1.354 -3.283 -1.538
H 1.978 -1.357 -2.515
H 0.565 -1.149 -3.565
H 2.198 -3.885 -1.580
H 2.538 -6.176 -2.448
H 1.764 -6.772 -4.725
H 0.700 -5.049 -6.150
H 0.354 -2.764 -5.277
H -3.386 -0.689 1.240
H -2.304 -1.489 2.375
H -5.354 -1.821 0.583
H -6.635 -3.892 0.180
H -5.606 -6.097 0.633
H -3.292 -6.210 1.521
H -2.015 -4.130 1.925
C 0.847 6.889 -0.791
C 0.269 5.584 -0.307
C 0.067 5.358 1.047
C -0.342 4.117 1.531
C -0.476 3.899 3.020
C -0.580 3.084 0.622
C -0.441 3.306 -0.753
C -0.728 2.197 -1.738
C -0.005 4.550 -1.197
C -0.964 1.706 1.126
O -2.116 1.301 0.940
O -0.034 1.030 1.680
H 0.577 7.712 -0.127
H 0.513 7.128 -1.802
H 1.939 6.829 -0.808
H 0.264 6.159 1.755
H -0.863 4.793 3.511
H 0.505 3.666 3.449
H -1.135 3.059 3.242
H -1.643 1.679 -1.453
H 0.085 1.459 -1.733
H -0.832 2.589 -2.751
H 0.124 4.715 -2.264
```

Record 3
This record from OMol25 describes a structure of composition C17H40CuN4O6 at a distorted geometry. The level of theory is the ωB97M-V functional and the def2-TZVPD basis.

The value obtained for the energy above the lowest of the compared OMol25 structures with the same formula, charge and spin is 12.2 kcal per mole. Its net charge is 0. The calculation puts the HOMO energy (alpha / beta) at -7.6 / -7.2 eV. As for the spin multiplicity: 2. Its expectation value of S² is 0.75. The calculation puts the HOMO-LUMO gap (alpha / beta) at 7.89 / 7.25 eV.

```
68
C17H40CuN4O6 | OMol25 | the ωB97M-V functional and the def2-TZVPD basis
Cu -0.574 -0.506 -0.483
C -3.195 -3.692 -0.703
C -2.450 -2.800 -1.688
C -3.061 -2.855 -3.082
O -2.230 -1.555 -1.135
H -4.250 -3.406 -0.732
H -2.837 -3.576 0.321
H -3.080 -4.764 -0.891
H -1.427 -3.183 -1.867
H -2.402 -2.402 -3.831
H -3.987 -2.283 -3.176
H -3.105 -3.902 -3.386
C -1.748 1.952 3.212
C -1.908 0.639 2.451
C -3.335 0.341 1.990
O -0.967 0.493 1.455
H -0.682 2.055 3.449
H -2.275 1.902 4.169
H -2.020 2.873 2.689
H -1.770 -0.142 3.237
H -3.446 -0.680 1.617
H -3.596 0.923 1.096
H -4.093 0.483 2.765
C 0.955 2.705 -2.595
C -0.191 2.394 -1.686
O -0.707 1.282 -1.691
N -0.694 3.411 -0.975
C -1.981 3.357 -0.301
H 1.585 3.545 -2.285
H 0.570 2.989 -3.577
H 1.640 1.867 -2.693
H -0.233 4.304 -0.965
H -2.761 3.765 -0.950
H -1.973 3.926 0.624
H -2.218 2.316 -0.089
C 3.421 1.745 -0.280
C 2.126 1.275 0.342
O 1.577 0.237 -0.041
N 1.469 1.969 1.287
C 1.720 3.335 1.685
H 3.243 2.511 -1.034
H 3.905 0.914 -0.780
H 3.997 2.181 0.537
H 0.578 1.523 1.570
H 2.593 3.762 1.188
H 1.956 3.427 2.746
H 0.874 3.954 1.383
C 2.239 -3.248 1.607
C 1.102 -2.265 1.592
O 0.311 -2.234 0.662
N 0.988 -1.324 2.564
C 1.268 -1.584 3.963
H 2.913 -3.116 2.452
H 2.833 -3.130 0.701
H 1.846 -4.264 1.563
H 0.320 -0.584 2.310
H 2.308 -1.666 4.283
H 0.649 -2.393 4.356
H 0.933 -0.670 4.462
O 0.722 -1.579 -2.243
C 1.636 -1.289 -2.987
N 1.435 -0.452 -4.034
C 2.984 -1.957 -2.883
H 0.505 -0.071 -4.121
H 2.151 -0.194 -4.686
H 3.152 -2.088 -1.813
H 3.841 -1.527 -3.394
H 2.850 -2.978 -3.249
```

Record 4
This record from OMol25 describes a cluster of 6 separate species, C3H22N2O5 in total at a distorted geometry. The level of theory is the ωB97M-V functional and the def2-TZVPD basis.

The value obtained for the energy above the lowest of the compared OMol25 structures with the same formula, charge and spin is 47.1 kcal per mole. Its net charge is +2. The calculation puts the HOMO energy at -17.7 eV. The calculation puts the HOMO-LUMO gap at 11.68 eV.

```
32
C3H22N2O5 | OMol25 | the ωB97M-V functional and the def2-TZVPD basis
C -2.057 0.078 1.331
C -2.475 -0.069 -0.149
C -1.993 -1.329 -0.810
N -1.033 -0.867 -1.969
N -1.315 1.372 1.573
H -1.396 -0.724 1.712
H -2.992 0.031 1.962
H -2.461 0.723 -0.914
H -3.681 -0.049 -0.067
H -1.526 -1.923 -0.060
H -2.789 -2.018 -1.316
H -0.259 -1.575 -2.004
H -1.609 -0.723 -2.894
H -0.367 -0.035 -1.758
H -1.863 2.309 1.400
H -0.537 1.481 0.943
H -0.920 1.168 2.488
H 3.523 -0.898 -1.484
H 3.458 0.089 -0.259
O 2.952 -0.527 -0.841
H 1.460 -3.326 -1.461
H 1.322 -1.961 -0.692
O 0.975 -2.565 -1.246
H 0.333 2.495 -1.866
H 1.520 1.669 -1.336
O 0.473 1.696 -1.245
H 1.587 2.816 2.000
H 1.683 1.419 1.222
O 1.055 2.212 1.384
H 1.761 -0.610 2.865
H 2.360 -0.835 1.491
O 1.667 -0.209 2.017
```

Record 5
This record from OMol25 describes a structure of composition C43H58BrClCrIN3O3 at a distorted geometry. The level of theory is the ωB97M-V functional and the def2-TZVPD basis.

Its net charge is -2. The calculation puts the HOMO energy (alpha / beta) at 0.5 / -1.5 eV. As for the spin multiplicity: 5. Its expectation value of S² is 6.07. The calculation puts the HOMO-LUMO gap (alpha / beta) at 3.30 / 5.35 eV.

```
111
C43H58BrClCrIN3O3 | OMol25 | the ωB97M-V functional and the def2-TZVPD basis
Cr 1.208 1.039 -1.402
C 5.402 2.822 1.410
N 5.157 1.378 1.112
C 6.351 0.552 1.096
C 3.836 0.846 1.413
C 3.324 -0.316 0.509
N 1.810 -0.369 0.342
C 1.041 -0.395 1.647
C -0.039 0.631 1.859
C -0.938 0.287 2.858
C -2.041 1.068 3.181
C -2.143 2.296 2.602
C -1.323 2.723 1.574
C -0.303 1.805 1.089
O 0.414 2.195 0.109
C -1.428 4.137 1.003
C -0.105 4.887 0.985
C -2.500 4.949 1.709
C -1.887 3.959 -0.484
C -3.130 0.588 4.232
C -4.138 -0.271 3.466
C -2.480 -0.216 5.334
C -3.903 1.815 4.827
C 1.561 -1.717 -0.364
C 0.146 -2.068 -0.617
C -0.115 -3.429 -0.487
C -1.455 -3.934 -0.634
C -2.388 -2.992 -0.955
C -2.150 -1.697 -1.356
C -0.853 -1.194 -1.226
O -0.509 0.023 -1.609
C -3.271 -0.867 -1.915
C -4.597 -1.694 -1.937
C -2.926 -0.336 -3.265
C -3.472 0.501 -1.142
C -1.765 -5.401 -0.406
C -2.070 -5.572 1.112
C -2.900 -5.873 -1.350
C -0.511 -6.240 -0.756
H 5.061 3.222 2.350
H 4.754 3.295 0.622
H 6.446 3.110 1.139
H 6.489 0.001 2.046
H 7.267 1.089 0.809
H 6.174 -0.248 0.362
H 3.190 1.741 1.275
H 3.706 0.583 2.545
H 3.731 -1.208 0.914
H 3.733 -0.170 -0.495
H 1.779 -0.162 2.404
H 0.639 -1.435 1.825
H -0.950 -0.660 3.371
H -2.918 2.943 2.873
H 0.214 4.965 2.050
H -0.371 5.861 0.592
H 0.575 4.383 0.352
H -2.306 4.873 2.832
H -3.554 4.733 1.485
H -2.466 6.056 1.548
H -1.271 3.294 -1.041
H -1.733 4.884 -1.044
H -2.998 3.675 -0.540
H -3.702 -1.262 3.282
H -4.425 0.163 2.453
H -5.079 -0.437 4.016
H -1.900 -1.076 4.931
H -3.236 -0.514 6.070
H -1.806 0.417 5.965
H -4.599 2.234 4.066
H -3.234 2.593 5.076
H -4.529 1.420 5.630
H 1.925 -2.494 0.378
H 2.213 -1.722 -1.270
H 0.619 -4.103 -0.169
H -3.394 -3.338 -0.923
H -4.516 -2.618 -2.541
H -5.549 -1.200 -2.357
H -4.984 -1.998 -0.905
H -2.734 -1.190 -3.961
H -2.124 0.370 -3.245
H -3.756 0.346 -3.649
H -3.912 0.399 -0.165
H -4.183 1.166 -1.761
H -2.515 1.020 -1.036
H -2.890 -4.854 1.311
H -1.250 -5.180 1.712
H -2.240 -6.667 1.393
H -3.807 -5.356 -1.201
H -2.952 -6.944 -1.205
H -2.604 -5.732 -2.424
H 0.211 -6.282 0.068
H 0.064 -5.965 -1.628
H -0.769 -7.334 -0.906
Cl 6.888 0.874 -5.616
C 5.781 1.299 -4.418
C 6.044 2.361 -3.537
C 4.979 2.900 -2.809
I 4.955 4.872 -2.258
C 3.906 2.011 -2.367
O 3.056 2.264 -1.391
C 3.671 0.859 -3.200
N 2.489 0.224 -3.055
C 2.094 -0.661 -3.981
C 2.932 -1.053 -5.003
C 4.208 -0.461 -5.148
C 4.645 0.495 -4.222
H 7.058 2.659 -3.528
H 1.142 -1.173 -3.825
H 2.557 -1.937 -5.555
H 4.982 -0.784 -5.874
Br 0.167 2.644 -3.062
```

Record 6
This record from OMol25 describes a cluster of 2 separate species, C34H51N5O3PS in total at a distorted geometry. The level of theory is the ωB97M-V functional and the def2-TZVPD basis.

Its net charge is 0. The calculation puts the HOMO energy (alpha / beta) at -8.2 / -8.8 eV. As for the spin multiplicity: 2. Its expectation value of S² is 0.75. The calculation puts the HOMO-LUMO gap (alpha / beta) at 7.58 / 8.18 eV.

```
95
C34H51N5O3PS | OMol25 | the ωB97M-V functional and the def2-TZVPD basis
C -4.295 6.546 -0.828
O -5.331 5.988 -0.051
C -6.160 5.060 -0.745
C -6.117 3.714 -0.044
C -4.876 2.866 -0.372
C -3.795 3.017 0.716
C -2.778 1.917 0.861
C -1.964 1.431 -0.159
P -2.046 2.100 -1.850
S -1.529 3.971 -2.005
C -0.966 0.432 0.105
C -0.028 -0.102 -0.920
C 1.273 0.393 -0.950
C 2.150 -0.106 -1.908
N 1.838 -1.041 -2.803
C 0.592 -1.513 -2.745
C -0.372 -1.081 -1.843
C -0.820 -0.052 1.387
C -1.625 0.407 2.448
N -1.407 -0.106 3.700
C -2.165 0.380 4.640
C -1.987 -0.108 6.047
C -3.078 -1.098 6.462
C -2.751 -1.824 7.768
C -2.807 -0.967 9.029
N -1.660 -0.064 9.170
C -0.497 -0.719 9.764
C -1.998 1.102 9.929
C -1.310 2.358 9.481
O -2.769 1.076 10.834
C -3.165 1.354 4.376
N -3.386 1.846 3.198
C -2.595 1.381 2.180
H -4.649 7.372 -1.445
H -3.536 6.948 -0.163
H -3.805 5.797 -1.447
H -7.179 5.437 -0.676
H -5.847 4.986 -1.784
H -7.027 3.170 -0.289
H -6.163 3.936 1.019
H -5.156 1.827 -0.513
H -4.478 3.278 -1.295
H -3.243 3.932 0.493
H -4.284 3.189 1.660
H -3.339 1.816 -2.306
H -1.261 1.243 -2.621
H 1.557 1.158 -0.249
H 3.158 0.285 -1.945
H 0.321 -2.270 -3.468
H -1.370 -1.489 -1.828
H -0.074 -0.803 1.597
H -1.013 -0.583 6.105
H -1.950 0.763 6.696
H -4.016 -0.555 6.563
H -3.143 -1.852 5.681
H -3.470 -2.627 7.907
H -1.751 -2.247 7.689
H -3.741 -0.415 9.077
H -2.828 -1.647 9.887
H 0.181 0.036 10.151
H -0.774 -1.405 10.567
H 0.065 -1.271 9.014
H -0.321 2.410 9.926
H -1.890 3.222 9.775
H -1.215 2.326 8.402
H -3.781 1.712 5.189
C 7.125 -3.378 -5.574
C 6.482 -3.511 -6.968
C 6.551 -2.175 -7.704
C 5.632 -1.119 -7.090
C 4.192 -1.628 -6.998
C 4.043 -3.011 -6.356
N 5.063 -3.969 -6.881
O 4.681 -4.492 -8.000
C 4.126 -2.909 -4.822
C 2.646 -3.541 -6.661
C 7.301 -4.565 -7.706
H 8.206 -3.290 -5.680
H 6.807 -2.498 -5.021
H 6.920 -4.259 -4.964
H 6.272 -2.323 -8.752
H 7.584 -1.821 -7.703
H 5.993 -0.819 -6.103
H 5.655 -0.218 -7.706
H 3.585 -0.916 -6.435
H 3.775 -1.659 -8.010
H 4.120 -3.903 -4.371
H 3.265 -2.367 -4.432
H 5.002 -2.379 -4.457
H 2.430 -3.548 -7.728
H 1.910 -2.898 -6.178
H 2.516 -4.556 -6.281
H 7.243 -5.529 -7.197
H 8.346 -4.256 -7.730
H 6.973 -4.700 -8.734
```

Record 7
This record from OMol25 describes a structure of composition H10O5Rb. The level of theory is the ωB97M-V functional and the def2-TZVPD basis.

The value obtained for the energy above the lowest of the compared OMol25 structures with the same formula, charge and spin is 0.0 kcal per mole. Its net charge is +1. The calculation puts the HOMO energy at -15.0 eV. The calculation puts the HOMO-LUMO gap at 11.92 eV.

```
16
H10O5Rb | OMol25 | the ωB97M-V functional and the def2-TZVPD basis
Rb -0.051 -0.240 0.318
O -1.495 2.142 -0.368
H -2.258 2.305 -0.922
H -1.197 3.014 -0.107
O -1.104 -0.935 2.971
H -1.162 -1.882 3.102
H -0.801 -0.595 3.813
O 1.965 -0.372 -2.070
H 1.510 -1.193 -1.885
H 1.880 -0.258 -3.017
O 2.369 0.932 1.431
H 3.323 0.993 1.381
H 2.087 1.806 1.702
O -1.465 -1.790 -1.818
H -1.987 -1.244 -2.404
H -1.613 -2.684 -2.127
```

Record 8
This record from OMol25 describes the ion CH7BN with charge +1 at a distorted geometry. The level of theory is the ωB97M-V functional and the def2-TZVPD basis.

The value obtained for the energy above the lowest of the compared OMol25 structures with the same formula, charge and spin is 22.3 kcal per mole. Its net charge is +1. The calculation puts the HOMO energy at -16.2 eV. The calculation puts the HOMO-LUMO gap at 11.39 eV.

```
10
CH7BN | OMol25 | the ωB97M-V functional and the def2-TZVPD basis
B 0.161 1.316 0.859
C 0.538 0.017 -0.445
N -0.573 -1.046 -0.416
H 1.005 2.186 1.129
H -0.749 0.976 1.514
H 0.492 0.466 -1.417
H 1.480 -0.260 -0.240
H -1.242 -0.488 0.090
H -0.310 -1.796 0.265
H -0.802 -1.371 -1.339
```

Record 9
This record from OMol25 describes a cluster of 2 separate species, C5H11NS in total at a distorted geometry. The level of theory is the ωB97M-V functional and the def2-TZVPD basis.

The value obtained for the energy above the lowest of the compared OMol25 structures with the same formula, charge and spin is 91.9 kcal per mole. Its net charge is 0. The calculation puts the HOMO energy (alpha / beta) at -8.0 / -8.0 eV. The calculation puts the HOMO-LUMO gap (alpha / beta) at 8.13 / 8.13 eV.

```
18
C5H11NS | OMol25 | the ωB97M-V functional and the def2-TZVPD basis
C -0.324 -0.630 -0.585
C 1.045 -0.333 -2.713
C 0.074 0.995 1.776
C -2.025 -0.464 1.491
C 0.656 0.121 -1.314
N -0.954 0.432 0.984
S -0.993 -2.055 -0.894
H 0.337 -0.363 -3.454
H 1.461 -1.248 -2.632
H 1.827 0.191 -3.181
H -0.364 1.852 2.405
H 0.439 0.157 2.524
H 0.916 1.299 0.985
H -2.440 0.102 2.260
H -2.798 -0.728 0.802
H -1.540 -1.359 1.720
H 0.297 1.138 -1.296
H 1.482 0.479 -0.647
```